Record 1
C5H15N3 in the gas phase at a distorted geometry, computed with the ωB97M-V functional and the def2-TZVPD basis.

Geometry as XYZ:
```
23
C5H15N3 the ωB97M-V functional and the def2-TZVPD basis
N -0.410 -0.313 0.170
N -1.309 3.306 -0.346
N 2.766 -2.187 -0.314
C -1.267 -1.311 0.817
C -1.363 1.864 -0.695
C 0.986 -0.603 0.250
C 1.341 -1.912 -0.458
C -0.869 1.041 0.501
H -0.907 -1.535 1.821
H 1.361 -0.668 1.297
H -2.362 1.594 -0.943
H -0.706 1.780 -1.561
H 1.654 0.190 -0.099
H -2.298 -0.986 0.758
H -1.242 -2.230 0.228
H -0.831 3.463 0.534
H 0.791 -2.686 0.045
H 3.181 -2.283 -1.237
H -1.764 0.992 1.118
H 3.276 -1.366 0.002
H 0.818 -1.934 -1.419
H -0.018 1.500 1.016
H -2.231 3.694 -0.190
```

As for the total charge: 0. The HOMO energy is -8.292 eV. The SMILES is CN(CCN)CCN. For the energy above the lowest of the compared OMol25 structures with the same formula, charge and spin, the calculation gives 185.1 kJ/mol. The calculated total energy comes out at -9897.23298 eV. As for the spin multiplicity: 1. The value obtained for the LUMO energy is 1.0 eV. As for the frontier orbital gap: 9.3 eV.

---

Record 2
A molecular structure, C5H15N3 at a distorted geometry, computed with the ωB97M-V functional and the def2-TZVPD basis.

Geometry as XYZ:
```
23
C5H15N3 the ωB97M-V functional and the def2-TZVPD basis
N 2.465 -0.416 -0.015
N -3.346 -0.016 -0.019
N -0.963 0.372 1.699
C -0.978 -1.240 -0.234
C -1.946 -0.478 -1.155
C 1.075 0.563 0.220
C -0.081 -0.388 0.716
C 3.643 0.502 -0.224
H -1.527 -1.962 0.366
H 4.548 -0.136 -0.395
H -3.841 0.830 -0.259
H 3.890 0.969 0.830
H 0.394 -1.077 1.434
H 0.496 1.379 -0.250
H -1.836 -0.539 -2.209
H -1.930 -0.029 1.596
H -2.080 0.539 -0.764
H -1.135 1.315 1.283
H -0.318 -1.912 -0.950
H 1.571 0.207 -0.710
H 1.516 0.980 1.097
H -3.098 -0.694 -1.025
H 3.481 1.229 -1.033
```

As for the total charge: 0. The HOMO energy is -8.368 eV. For the energy above the lowest of the compared OMol25 structures with the same formula, charge and spin, the calculation gives 1117.3 kJ/mol. The calculated total energy comes out at -9887.57126 eV. As for the spin multiplicity: 1. The value obtained for the LUMO energy is 0.3 eV. As for the frontier orbital gap: 8.7 eV.